The following is a DFT calculation (ωB97M-V/def2-TZVPD) of an isolated ion of composition C3H6N5O3 and charge +1 at a distorted geometry.

Summary:
- Charge: +1
- SMILES: C=NC(=[NH2+])NO[NH+]=C=[N+]([O-])[O-]
- Total energy: -616.85857 a.u.
- Largest force on an atom: 1.153 eV Å⁻¹
- Relative energy (zero: lowest compared OMol25 entry of this formula, charge and spin): 182.0 kcal/mol
- HOMO energy: -0.52513 hartree

XYZ file:
```
17
C3H6N5O3 | OMol25 | ωB97M-V/def2-TZVPD
C 1.00350 -1.34964 1.28514
N 0.59050 -0.31351 0.71920
C -0.13154 -0.00730 -0.37432
N 0.42312 -0.04762 -1.58582
N -1.51667 -0.00966 -0.27094
O -1.98855 0.59408 0.83434
N -1.28868 1.88182 1.03866
C -0.26544 2.03498 0.32807
N 0.71300 3.05625 0.46884
O 0.63958 4.04415 -0.19601
O 1.58319 2.69136 1.22506
H 1.58551 -1.22797 2.19112
H 0.80793 -2.35937 0.92494
H -0.04777 0.33480 -2.39106
H 1.41429 -0.21037 -1.68054
H -2.01636 0.26545 -1.11974
H -1.73162 2.35014 1.82729
```

=====

The following is a DFT calculation (ωB97M-V/def2-TZVPD) of a 2-piece molecular cluster, C20H27N2 overall at a distorted geometry.

Summary:
- Charge: +1
- Total energy: -887.53682 a.u.
- Largest force on an atom: 1.919 eV Å⁻¹
- Relative energy (zero: lowest compared OMol25 entry of this formula, charge and spin): 37.8 kcal/mol
- HOMO energy: -0.42122 hartree

XYZ file:
```
49
C20H27N2 | OMol25 | ωB97M-V/def2-TZVPD
C -1.04984 1.45301 -2.71923
C 0.00568 1.56420 -1.66869
C 1.40669 1.49069 -2.06234
C 2.24372 2.64768 -2.19706
C 1.62793 4.01077 -2.04278
C 3.61694 2.50085 -2.44307
C 4.17662 1.22903 -2.67085
C 5.64591 1.06340 -2.97381
C 3.31935 0.12014 -2.68173
C 1.95268 0.22264 -2.41646
C 1.09482 -1.00599 -2.45755
H -1.48931 2.41828 -3.05885
H -0.61379 0.93942 -3.59519
H -1.84677 0.82109 -2.29012
H -0.22451 2.16886 -0.79584
H 2.38973 4.80212 -2.07531
H 0.91001 4.20948 -2.85005
H 1.06085 4.10249 -1.10320
H 4.26139 3.38153 -2.46555
H 5.88222 -0.00600 -3.05221
H 5.97424 1.54401 -3.91008
H 6.27160 1.48647 -2.17593
H 3.75148 -0.85884 -2.91311
H 1.72136 -1.88960 -2.26383
H 0.28703 -0.97309 -1.71310
H 0.64591 -1.16053 -3.45587
C -2.81119 -2.45658 5.33910
C -3.59599 -3.37844 4.39296
C -3.40861 -2.81495 2.97602
N -2.41304 -1.77608 3.08382
C -1.97198 -1.07702 2.00410
C -2.48962 -1.32760 0.71280
C -1.99601 -0.55380 -0.34868
N -1.00801 0.35979 -0.22308
C -0.50168 0.57267 0.99766
C -0.96104 -0.08282 2.13473
C -1.96568 -1.53017 4.44305
H -3.50116 -1.83857 5.92573
H -2.17050 -3.04020 6.01172
H -3.17699 -4.39033 4.43861
H -4.66356 -3.40725 4.64223
H -3.10975 -3.60627 2.27508
H -4.36092 -2.41080 2.59666
H -3.24480 -2.08458 0.50374
H -2.43339 -0.68767 -1.33225
H 0.28136 1.31628 1.04629
H -0.52950 0.16617 3.10453
H -2.10219 -0.48520 4.76830
H -0.88768 -1.74865 4.55866
```

=====

The following is a DFT calculation (ωB97M-V/def2-TZVPD) of a 2-piece molecular cluster, N4O2 overall at a distorted geometry.

Summary:
- SMILES: O=NN=O.N#N
- Total energy: -369.35071 a.u.
- Largest force on an atom: 1.983 eV Å⁻¹
- Relative energy (zero: lowest compared OMol25 entry of this formula, charge and spin): 1.2 kcal/mol
- HOMO energy: -0.37555 hartree

XYZ file:
```
6
N4O2 | OMol25 | ωB97M-V/def2-TZVPD
O -0.79595 -2.03788 0.75189
N -0.99534 -1.03321 0.16017
N -1.01217 0.08694 -0.06642
O -1.08930 0.95045 -0.88812
N 1.89505 0.47177 0.06680
N 1.99772 1.56193 -0.02433
```

=====

The following is a DFT calculation (ωB97M-V/def2-TZVPD) of a 2-piece molecular cluster, C2H6NO2 overall at a distorted geometry.

Summary:
- Charge: -1
- Total energy: -285.07744 a.u.
- Largest force on an atom: 2.301 eV Å⁻¹
- Relative energy (zero: lowest compared OMol25 entry of this formula, charge and spin): 21.1 kcal/mol
- HOMO energy: -0.15140 hartree

XYZ file:
```
11
C2H6NO2 | OMol25 | ωB97M-V/def2-TZVPD
O 0.85945 1.72443 0.01758
C 0.58486 1.50526 1.22941
O 0.00071 0.51403 1.79300
H 0.87512 2.32177 1.92713
C -0.82192 -1.09362 -0.44864
N 0.18056 -0.51456 -1.34840
H -1.51388 -1.73604 -1.02386
H -1.39269 -0.29529 0.02941
H -0.32027 -1.64319 0.34608
H 0.95875 -1.06233 -1.57578
H 0.58932 0.27954 -0.94594
```

=====

The following is a DFT calculation (ωB97M-V/def2-TZVPD) of a 2-piece molecular cluster, C4H5Cl overall at a distorted geometry.

Summary:
- Total energy: -615.37008 a.u.
- Largest force on an atom: 4.353 eV Å⁻¹
- Relative energy (zero: lowest compared OMol25 entry of this formula, charge and spin): 116.5 kcal/mol
- HOMO energy: -0.31284 hartree

XYZ file:
```
10
C4H5Cl | OMol25 | ωB97M-V/def2-TZVPD
C 0.50939 -0.28685 1.59983
C 0.02577 -0.09944 0.40248
C 1.48784 0.19695 0.53813
C -1.60742 -0.03407 -1.26815
Cl -0.84956 0.81986 -2.52989
H 0.25349 -0.53084 2.60906
H 2.12723 1.09312 0.76934
H 2.20385 -0.39643 -0.01259
H -2.49303 0.45173 -0.83142
H -1.65756 -1.21403 -1.27678
```

=====

The following is a DFT calculation (ωB97M-V/def2-TZVPD) of C9H13N2O as an isolated structure at a distorted geometry.

Summary:
- Charge: +1
- Total energy: -535.12949 a.u.
- Largest force on an atom: 5.610 eV Å⁻¹
- Relative energy (zero: lowest compared OMol25 entry of this formula, charge and spin): 98.8 kcal/mol
- HOMO energy: -0.49501 hartree

XYZ file:
```
25
C9H13N2O | OMol25 | ωB97M-V/def2-TZVPD
C -2.92487 1.23425 -0.89962
C -3.75104 0.37038 -0.21156
C -1.53756 0.92657 -0.99987
C -3.24190 -0.78956 0.37577
C -1.10823 -0.18197 -0.32088
C 0.75901 -2.31926 -0.87449
C 0.70419 -0.95503 -0.39697
C 2.67338 2.05076 -0.33444
C 2.01068 0.86473 0.44175
N -1.89667 -1.00284 0.36886
N 0.71511 -1.98718 0.51980
O 1.49831 0.10064 -0.68752
H -3.15951 1.94926 -1.66731
H -4.78151 0.59042 -0.26426
H -0.82949 1.55330 -1.48564
H -4.00115 -1.43648 0.81717
H -0.03887 -2.95005 -1.28930
H 1.68254 -2.52871 -1.29910
H 3.38000 2.75949 0.19278
H 3.44736 1.73040 -1.02203
H 1.97220 2.56830 -0.87988
H 1.25045 1.36293 1.02845
H 2.76824 0.32370 1.01318
H -1.46141 -1.80948 0.74973
H 1.47454 -2.15412 1.12172
```